{
  "formula": "C23H29N8O4S2SeTi",
  "method": "ωB97M-V/def2-TZVPD",
  "lumo_ha": [0.009, 0.004],
  "homo_energy_ev": [-7.41, -7.93],
  "homo_lumo_gap_ha": [0.2808, 0.2958],
  "multiplicity": 2,
  "s_squared": 0.754,
  "e_above_lowest_kj_mol": 16.83,
  "elements": ["Se", "Ti", "S", "S", "O", "O", "O", "O", "N", "N", "N", "N", "N", "N", "N", "N", "C", "C", "C", "C", "C", "C", "C", "C", "C", "C", "C", "C", "C", "C", "C", "C", "C", "C", "C", "C", "C", "C", "C", "H", "H", "H", "H", "H", "H", "H", "H", "H", "H", "H", "H", "H", "H", "H", "H", "H", "H", "H", "H", "H", "H", "H", "H", "H", "H", "H", "H", "H"],
  "positions_angstrom": [[2.258, 2.385, 1.022], [1.122, -0.913, 1.196], [1.437, -3.370, 1.417], [1.789, -0.628, 3.576], [3.703, 2.114, 0.325], [1.349, 0.960, 0.753], [2.363, 2.640, 2.616], [1.307, 3.479, 0.261], [4.034, -0.140, 2.191], [-0.675, -4.791, 0.678], [-0.430, -2.889, -0.522], [-1.154, 2.517, 0.894], [3.921, 0.767, 4.279], [3.469, -0.774, 1.070], [2.380, -0.159, -1.924], [0.328, -1.754, -0.718], [-2.083, 3.603, 0.518], [-1.002, -0.782, 1.767], [-1.955, 0.109, 1.234], [2.727, 2.027, -2.849], [0.182, -1.171, -1.854], [3.325, 0.040, 3.318], [-0.825, -1.561, -2.870], [3.175, 0.854, -2.261], [-1.500, -1.692, 2.712], [-3.302, 0.053, 1.595], [-1.558, 1.183, 0.257], [-1.364, -2.019, -5.177], [1.079, -0.033, -2.194], [-2.169, -1.719, -2.535], [0.540, 1.092, -2.812], [-3.100, -2.011, -3.516], [1.377, 2.149, -3.124], [-3.753, -0.872, 2.521], [-2.836, -1.745, 3.089], [0.016, -3.649, 0.431], [-0.980, 2.475, 2.371], [-0.434, -1.701, -4.198], [-2.700, -2.170, -4.838], [4.616, 1.441, 3.994], [-0.544, 3.426, 2.672], [-4.800, -0.912, 2.793], [-3.429, -2.411, -5.601], [4.758, 0.531, 1.973], [3.423, 2.826, -3.059], [3.291, 1.099, 4.992], [4.228, 0.732, -2.036], [-0.704, 0.885, -0.340], [0.608, -1.564, -4.464], [-2.135, 3.666, -0.566], [-0.519, 1.123, -3.035], [-1.706, 4.541, 0.920], [3.548, -0.128, 0.282], [-3.068, 3.384, 0.930], [-2.472, -1.619, -1.500], [0.984, 3.052, -3.571], [-0.212, 2.792, 0.508], [-2.386, 1.411, -0.415], [-4.012, 0.739, 1.138], [-0.501, -5.258, 1.549], [-3.165, -2.472, 3.823], [-4.143, -2.125, -3.248], [-0.298, 1.673, 2.632], [-0.816, -2.402, 3.167], [3.974, -1.630, 0.870], [-1.948, 2.311, 2.838], [-1.045, -2.141, -6.204], [-1.587, -4.874, 0.261]],
  "lowdin_spin": [0.000, 0.930, -0.009, 0.004, 0.000, -0.004, 0.000, -0.001, 0.004, -0.002, 0.001, 0.001, 0.000, 0.012, 0.006, -0.003, 0.000, -0.005, 0.008, 0.003, 0.021, 0.005, 0.001, 0.000, 0.008, -0.001, 0.002, 0.000, 0.002, 0.003, 0.003, 0.000, 0.000, 0.010, -0.001, -0.003, 0.000, 0.002, 0.002, 0.000, 0.000, 0.001, 0.000, 0.000, 0.000, 0.000, 0.000, 0.000, 0.000, 0.000, 0.000, 0.000, 0.002, 0.000, 0.000, 0.000, 0.000, 0.000, 0.000, 0.000, 0.000, 0.000, 0.000, 0.001, 0.001, 0.000, 0.000, 0.000]
}



{
  "formula": "C23H29NO3",
  "method": "ωB97M-V/def2-TZVPD",
  "lumo_ha": 0.011,
  "homo_energy_ev": -8.79,
  "homo_lumo_gap_ha": 0.3338,
  "e_above_lowest_kj_mol": 191.95,
  "elements": ["O", "O", "O", "N", "C", "C", "C", "C", "C", "C", "C", "C", "C", "C", "C", "C", "C", "C", "C", "C", "C", "C", "C", "C", "C", "C", "C", "H", "H", "H", "H", "H", "H", "H", "H", "H", "H", "H", "H", "H", "H", "H", "H", "H", "H", "H", "H", "H", "H", "H", "H", "H", "H", "H", "H", "H"],
  "positions_angstrom": [[-0.828, 3.472, 2.271], [0.722, -6.852, -0.499], [-1.219, 4.044, -0.468], [-1.128, -1.030, -1.601], [0.521, 6.355, 3.980], [1.905, -4.682, -3.151], [-0.846, 1.606, -0.325], [-0.170, 5.559, 3.090], [1.349, 4.405, 5.089], [0.025, -4.443, -1.674], [2.527, -7.315, -1.976], [0.295, 0.586, -0.440], [-1.861, 1.285, -1.433], [-1.483, -2.426, -1.781], [-0.272, 3.019, -0.584], [-0.297, -3.225, -2.247], [-1.545, 1.546, 1.048], [1.389, -6.481, -1.440], [0.660, 3.593, 4.202], [-2.289, -0.178, -1.438], [-0.105, 4.169, 3.196], [-0.736, 2.060, 2.239], [1.285, 5.782, 4.985], [1.120, -5.186, -2.116], [-0.207, -0.854, -0.495], [1.591, -3.461, -3.722], [0.499, -2.737, -3.278], [-1.155, 1.648, 3.167], [2.762, -5.228, -3.512], [0.099, 3.069, -1.611], [3.466, -6.774, -1.875], [-2.735, 1.930, -1.334], [-1.823, 0.514, 1.260], [0.464, 7.429, 3.889], [0.842, 0.788, -1.362], [-1.896, -2.872, -0.857], [-2.467, 2.131, 1.000], [-2.261, -2.474, -2.550], [0.994, 0.688, 0.392], [-0.569, -4.848, -0.867], [-2.959, -0.348, -2.286], [1.941, 3.948, 5.868], [-1.394, 1.499, -2.396], [-2.849, -0.423, -0.517], [0.725, 2.522, 4.309], [0.644, -1.522, -0.651], [0.579, 3.199, 0.088], [1.826, 6.405, 5.680], [-1.418, 4.140, 0.474], [2.204, -3.071, -4.522], [2.365, -7.541, -3.027], [2.587, -8.243, -1.412], [0.254, -1.782, -3.716], [-0.676, -1.137, 0.466], [-0.766, 5.991, 2.302], [0.314, 1.750, 2.166]],
  "lowdin_charge": [-0.081, 0.083, -0.045, -0.168, -0.084, -0.033, -0.433, -0.006, -0.086, 0.033, -0.019, -0.109, -0.114, -0.156, -0.219, -0.210, -0.095, -0.406, -0.024, -0.184, -0.258, -0.176, -0.102, -0.152, -0.175, -0.064, -0.025, 0.135, 0.104, 0.129, 0.087, 0.124, 0.108, 0.104, 0.128, 0.129, 0.132, 0.131, 0.115, 0.123, 0.123, 0.104, 0.126, 0.124, 0.103, 0.124, 0.129, 0.099, 0.066, 0.104, 0.087, 0.083, 0.116, 0.126, 0.117, 0.125]
}



{
  "formula": "C23H30BaN3PS2Se3Te",
  "method": "ωB97M-V/def2-TZVPD",
  "lumo_ha": 0.142,
  "homo_energy_ev": -1.72,
  "homo_lumo_gap_ha": 0.2050,
  "charge": -2,
  "e_above_lowest_kj_mol": 0.00,
  "elements": ["Ba", "Te", "Se", "Se", "Se", "S", "S", "P", "N", "N", "N", "C", "C", "C", "C", "C", "C", "C", "C", "C", "C", "C", "C", "C", "C", "C", "C", "C", "C", "C", "C", "C", "C", "C", "H", "H", "H", "H", "H", "H", "H", "H", "H", "H", "H", "H", "H", "H", "H", "H", "H", "H", "H", "H", "H", "H", "H", "H", "H", "H", "H", "H", "H", "H"],
  "positions_angstrom": [[0.696, -0.981, 0.326], [4.607, -1.810, 0.425], [2.134, -3.342, -2.128], [4.402, -3.309, -1.590], [6.236, -0.009, -0.240], [-1.629, -0.583, 2.197], [1.668, -0.078, 3.025], [-1.925, -1.980, -1.428], [3.880, 2.136, -0.577], [-3.563, 0.381, 7.892], [0.386, 0.823, 8.921], [0.239, 3.540, -2.985], [0.330, -0.025, 4.142], [3.153, 2.096, 0.708], [-2.718, 0.276, 7.115], [-3.748, -1.684, -1.326], [-1.383, -1.012, -4.013], [1.524, 3.063, -2.762], [-1.675, 0.159, 6.142], [-2.735, -4.755, -1.317], [-1.638, -2.299, -3.224], [0.635, 0.249, 5.486], [-1.041, -0.230, 3.800], [4.295, 3.502, -0.913], [-1.796, -3.695, -0.746], [0.068, 0.613, 7.834], [-1.995, -0.123, 4.821], [-0.829, 2.901, -2.366], [-0.596, 1.807, -1.538], [-4.104, -0.198, -1.414], [1.732, 1.971, -1.916], [3.136, 1.457, -1.703], [0.685, 1.292, -1.266], [-0.325, 0.346, 6.483], [-0.554, -0.454, -3.578], [-0.754, -3.997, -0.906], [-1.939, -3.601, 0.335], [0.074, 4.387, -3.642], [4.901, 3.894, -0.098], [2.180, 2.570, 0.607], [-5.185, -0.050, -1.350], [1.674, 0.396, 5.746], [-2.259, -0.360, -4.014], [3.022, 1.062, 1.007], [-3.638, 0.347, -0.592], [-1.843, 3.250, -2.543], [-4.062, -2.069, -0.352], [4.887, 3.482, -1.826], [-1.132, -1.240, -5.051], [-2.584, -4.882, -2.390], [3.754, 2.592, 1.467], [3.413, 4.125, -1.055], [-4.260, -2.261, -2.101], [2.362, 3.534, -3.273], [3.113, 0.399, -1.439], [-3.782, -4.496, -1.147], [3.765, 1.561, -2.589], [-3.757, 0.244, -2.349], [-3.034, -0.267, 4.557], [-0.744, -2.929, -3.271], [-2.474, -2.861, -3.649], [4.761, 1.528, -0.430], [-2.550, -5.720, -0.841], [-1.463, 1.318, -1.094]],
  "lowdin_charge": [1.023, 0.114, -0.403, -0.374, -0.284, 0.320, 0.365, 0.855, -0.250, 0.124, 0.125, -0.126, -0.738, -0.057, -0.205, -0.420, -0.154, -0.091, -0.221, -0.157, -0.421, -0.096, -0.753, -0.032, -0.436, -0.203, -0.101, -0.122, -0.182, -0.167, -0.305, -0.126, -0.262, -0.219, 0.058, 0.034, 0.066, 0.083, 0.094, 0.099, 0.062, 0.097, 0.053, -0.014, 0.054, 0.086, 0.077, 0.097, 0.065, 0.060, 0.101, 0.093, 0.070, 0.096, 0.076, 0.056, 0.128, 0.051, 0.095, 0.045, 0.068, -0.085, 0.065, 0.052]
}